# 1
DFT (the ωB97M-V functional and the def2-TZVPD basis) results for C39H42N4O9PbSi as an isolated structure.

Structure (XYZ):
```
96
Properties=species:S:1:pos:R:3
Pb -0.59 0.19 -0.41
C 1.28 0.63 -7.15
C 1.48 0.52 -5.66
C 2.20 1.43 -4.94
C 2.42 1.30 -3.54
C 3.25 2.28 -2.98
N 3.97 2.31 -1.88
C 4.26 1.26 -0.91
C 4.85 1.84 0.36
C 4.88 0.79 1.47
N 3.54 0.41 1.92
C 3.04 0.70 3.08
C 1.75 0.28 3.50
C 1.34 0.61 4.80
C 0.14 0.18 5.32
C -0.29 0.54 6.72
C -0.66 -0.61 4.48
C -0.35 -0.91 3.17
C -1.28 -1.75 2.42
N -1.42 -1.79 1.16
C -2.34 -2.79 0.62
C -2.20 -2.94 -0.88
C -0.75 -3.16 -1.35
N -0.13 -1.91 -1.78
C 0.31 -1.83 -2.97
C 0.98 -0.69 -3.58
C 0.92 -0.56 -4.94
C 1.71 0.29 -2.80
O 1.67 0.29 -1.54
C 0.90 -0.46 2.61
O 1.23 -0.69 1.40
H 1.66 1.58 -7.52
H 0.22 0.57 -7.41
H 1.80 -0.17 -7.67
H 2.64 2.28 -5.45
H 3.36 3.19 -3.56
H 4.39 3.21 -1.67
H 4.96 0.55 -1.37
H 3.34 0.72 -0.72
H 4.26 2.69 0.70
H 5.87 2.19 0.20
H 5.43 1.17 2.33
H 5.39 -0.11 1.12
H 2.88 -0.13 1.32
H 3.65 1.28 3.76
H 2.01 1.22 5.41
H 0.54 0.45 7.42
H -1.09 -0.13 7.05
H -0.67 1.56 6.77
H -1.60 -0.98 4.88
H -1.89 -2.42 3.05
H -3.37 -2.51 0.86
H -2.14 -3.76 1.10
H -2.59 -2.05 -1.38
H -2.83 -3.78 -1.20
H -0.73 -3.89 -2.17
H -0.16 -3.56 -0.53
H 0.17 -2.69 -3.64
H 0.36 -1.31 -5.50
O 3.81 5.18 0.53
C 2.80 4.54 0.46
C 2.02 4.22 -0.80
O 2.35 4.53 -1.92
C 0.84 3.39 -0.38
C 0.88 3.32 1.04
O -0.12 2.75 1.74
C 2.08 3.85 1.61
O 2.50 3.79 2.76
O 0.02 2.87 -1.14
O -2.02 0.27 -2.49
C -3.12 0.36 -1.87
O -3.20 0.37 -0.61
C -4.39 0.42 -2.68
C -5.62 0.46 -2.04
C -6.79 0.48 -2.78
C -6.74 0.46 -4.17
C -5.50 0.42 -4.81
C -4.33 0.40 -4.07
H -5.64 0.48 -0.95
H -7.75 0.52 -2.28
H -7.65 0.47 -4.75
H -5.46 0.40 -5.89
H -3.36 0.37 -4.55
C -1.94 4.86 0.87
Si -1.48 3.64 2.21
C -0.99 4.60 3.74
C -2.80 2.37 2.52
H -2.88 5.36 1.11
H -2.05 4.36 -0.10
H -1.16 5.62 0.78
H -1.87 4.98 4.27
H -0.36 5.45 3.47
H -0.42 3.96 4.43
H -3.70 2.86 2.91
H -2.46 1.63 3.25
H -3.06 1.85 1.59
```

**E_HOMO**: -7.63 eV
**Kohn-Sham gap**: 7.1 eV
**DFT total energy**: -78641.0977 eV
**ΔE to the lowest compared entry with this formula, charge and spin**: 0.0 kcal/mol
**Total charge**: 0

Atom charges from the Löwdin analysis, given in e for atoms 1 to 4: 1.65 -0.05 -0.27 0.02

# 2
DFT (the ωB97M-V functional and the def2-TZVPD basis) results for C39H42N5O2PPtSe2 as an isolated structure in a non-equilibrium geometry.

Structure (XYZ):
```
92
Properties=species:S:1:pos:R:3
Pt 1.43 -0.63 0.66
Se 2.36 -2.07 -1.08
C 4.03 -1.99 -0.39
N 5.12 -1.98 -0.01
C -4.35 -3.41 -1.56
C -3.83 -4.69 -0.90
C -2.61 -4.48 -0.01
C -1.27 -4.32 -0.73
N -1.19 -3.18 -1.64
C -1.12 -1.88 -1.26
Se -1.07 -1.30 0.52
N -1.06 -1.13 -2.38
C -1.05 0.32 -2.45
C -2.33 0.90 -3.05
C -3.59 0.65 -2.22
C -3.58 1.38 -0.88
C -1.05 -1.95 -3.49
C -0.96 -1.68 -4.85
C -0.98 -2.76 -5.72
C -1.08 -4.07 -5.25
C -1.17 -4.34 -3.89
C -1.14 -3.26 -3.02
H -5.35 -3.56 -1.96
H -3.72 -3.08 -2.38
H -4.40 -2.61 -0.82
H -3.62 -5.45 -1.67
H -4.63 -5.10 -0.28
H -2.49 -5.34 0.66
H -2.78 -3.60 0.62
H -1.07 -5.21 -1.32
H -0.48 -4.20 0.02
H -0.19 0.62 -3.05
H -0.89 0.70 -1.44
H -2.47 0.47 -4.05
H -2.19 1.97 -3.16
H -3.71 -0.43 -2.05
H -4.45 0.98 -2.81
H -2.91 0.90 -0.18
H -4.58 1.39 -0.44
H -3.26 2.42 -1.01
H -0.88 -0.67 -5.23
H -0.91 -2.58 -6.78
H -1.09 -4.88 -5.96
H -1.25 -5.36 -3.54
C -0.71 -1.72 5.88
N 0.34 -1.16 5.05
C 1.60 -0.98 5.54
C 2.62 -0.57 4.78
C 2.39 -0.42 3.36
O 3.30 -0.15 2.55
N 1.11 -0.61 2.90
C 0.07 -0.93 3.69
O -1.09 -1.02 3.31
H -0.41 -1.68 6.92
H -0.91 -2.75 5.59
H -1.63 -1.15 5.74
H 1.72 -1.18 6.60
H 3.61 -0.41 5.18
C 5.99 3.53 0.52
C 5.85 2.16 0.47
C 4.59 1.58 0.54
C 3.47 2.39 0.67
C 3.61 3.77 0.71
C 4.87 4.35 0.64
P 1.79 1.69 0.65
C 0.98 2.34 2.14
C 1.70 2.78 3.24
C 1.04 3.06 4.43
C -0.33 2.91 4.52
C -1.06 2.47 3.42
C -0.41 2.18 2.24
C 1.12 2.67 -0.74
C 1.71 2.42 -1.98
C 1.33 3.14 -3.10
C 0.33 4.11 -2.99
C -0.26 4.36 -1.76
C 0.14 3.65 -0.63
H 6.97 3.99 0.46
H 6.72 1.52 0.37
H 4.48 0.50 0.52
H 2.73 4.40 0.81
H 4.97 5.42 0.67
H 2.78 2.87 3.18
H 1.61 3.39 5.29
H -0.84 3.14 5.45
H -2.13 2.33 3.49
H -0.96 1.78 1.40
H 2.49 1.67 -2.05
H 1.80 2.96 -4.05
H 0.03 4.68 -3.86
H -1.02 5.12 -1.67
H -0.29 3.89 0.34
```

**E_HOMO**: -6.71 eV
**Kohn-Sham gap**: 5.6 eV
**DFT total energy**: -195900.8875 eV
**ΔE to the lowest compared entry with this formula, charge and spin**: 26.7 kcal/mol
**Total charge**: 0

Atom charges from the Löwdin analysis, given in e for atoms 1 to 4: 0.48 0.54 -0.84 0.06

# 3
DFT (the ωB97M-V functional and the def2-TZVPD basis) results for C39H42N8O3Sr as an isolated structure.

Structure (XYZ):
```
93
Properties=species:S:1:pos:R:3
Sr -1.10 -0.01 0.81
N -2.43 0.84 -1.47
C -1.81 2.15 -1.80
C -1.75 3.00 -0.53
O -2.36 4.07 -0.50
N -1.02 2.44 0.45
C -0.97 3.18 1.65
C -2.80 1.24 2.79
O -2.86 0.73 3.87
O -3.26 1.04 1.67
H -2.60 0.33 -2.33
H -3.34 1.02 -1.06
H -2.38 2.72 -2.53
H -0.81 1.97 -2.18
H -1.35 4.20 1.53
H 0.02 3.19 2.09
C -4.48 -1.99 0.00
C -3.12 -2.38 0.53
C -2.13 -2.80 -0.37
C -2.51 -2.89 -1.83
C -0.88 -3.21 0.11
C 0.18 -3.81 -0.78
C -0.60 -3.12 1.49
C 0.71 -3.67 2.00
C -1.57 -2.64 2.38
C -1.25 -2.46 3.85
C -2.86 -2.35 1.91
C -4.00 -2.07 2.87
H -5.01 -2.85 -0.40
H -4.38 -1.26 -0.81
H -5.10 -1.53 0.76
H -3.25 -3.68 -1.98
H -1.66 -3.11 -2.47
H -2.96 -1.97 -2.17
H 1.08 -3.19 -0.79
H -0.15 -3.95 -1.80
H 0.48 -4.78 -0.39
H 1.54 -3.40 1.36
H 0.65 -4.77 2.03
H 0.94 -3.33 3.00
H -1.41 -3.39 4.41
H -1.86 -1.68 4.29
H -0.21 -2.16 3.99
H -4.27 -1.02 2.88
H -3.74 -2.35 3.89
H -4.87 -2.66 2.58
C 3.55 -1.62 3.51
C 2.86 -1.16 4.62
C 1.75 -0.34 4.49
C 1.29 0.04 3.22
C 1.99 -0.45 2.10
C 3.11 -1.25 2.25
N 0.17 0.85 2.98
N -0.06 1.64 4.04
C -1.00 2.51 4.04
C -1.23 3.32 5.21
C -2.24 4.19 5.27
C -3.12 4.35 4.12
C -2.94 3.65 3.01
N -1.88 2.65 2.87
H 4.43 -2.25 3.62
H 3.19 -1.43 5.62
H 1.22 0.03 5.35
H 1.69 -0.12 1.11
H 3.64 -1.59 1.37
H -0.55 3.16 6.03
H -2.41 4.78 6.16
H -3.92 5.08 4.15
H -3.55 3.75 2.12
N 3.18 0.24 -5.85
C 4.12 0.85 -6.66
C 4.55 0.60 -7.96
C 5.53 1.43 -8.45
C 6.06 2.48 -7.69
C 5.63 2.73 -6.40
C 4.64 1.89 -5.88
N 4.03 1.91 -4.64
C 3.18 0.92 -4.66
C 2.32 0.56 -3.53
C 1.39 -0.47 -3.58
C 0.64 -0.75 -2.46
N 0.75 -0.09 -1.31
C 1.63 0.92 -1.27
C 2.43 1.27 -2.34
H 2.63 -0.56 -6.09
H 4.15 -0.21 -8.55
H 5.90 1.27 -9.46
H 6.83 3.11 -8.12
H 6.03 3.53 -5.81
H 1.23 -1.06 -4.48
H -0.10 -1.56 -2.48
H 1.67 1.49 -0.35
H 3.13 2.09 -2.27
```

**E_HOMO**: -6.32 eV
**Kohn-Sham gap**: 5.7 eV
**DFT total energy**: -60026.8288 eV
**ΔE to the lowest compared entry with this formula, charge and spin**: 21.7 kcal/mol
**Total charge**: 0

Atom charges from the Löwdin analysis, given in e for atoms 1 to 4: 1.43 -0.03 -0.18 -0.57

# 4
DFT (the ωB97M-V functional and the def2-TZVPD basis) results for C39H43As2ClSi2V as an isolated structure in a non-equilibrium geometry.

Structure (XYZ):
```
88
Properties=species:S:1:pos:R:3
C 1.11 -1.73 3.06
C 1.82 -0.52 2.75
C 1.11 0.55 3.35
H 2.79 -0.52 2.25
C -0.05 0.03 4.01
C -0.05 -1.41 3.83
H -0.81 -2.08 4.13
H 1.38 -2.72 2.77
H 1.54 1.55 3.52
H -0.78 0.56 4.59
V -0.40 -0.26 1.91
Si -0.48 0.17 -3.10
C 1.34 0.51 -2.96
C 2.01 0.93 -4.13
H 1.46 0.94 -5.06
C 3.33 1.40 -4.08
H 3.82 1.71 -5.00
C 3.98 1.50 -2.84
H 4.93 2.01 -2.77
C 3.39 0.98 -1.70
H 3.94 0.92 -0.75
C 2.09 0.48 -1.77
H 1.62 0.05 -0.88
C -1.32 0.99 -0.11
C -0.03 1.28 0.63
H 0.99 1.23 0.27
C -0.33 2.22 1.73
H 0.50 2.82 2.09
C -1.52 1.92 2.51
H -1.58 2.40 3.48
C -2.58 1.23 1.98
H -3.50 1.12 2.58
C -2.44 0.63 0.73
H -3.21 -0.07 0.39
H -1.22 0.78 -1.22
Si -1.15 2.80 0.23
C -2.60 4.01 0.11
C -2.22 5.35 0.08
H -1.16 5.60 0.08
C -3.18 6.35 0.06
H -2.85 7.39 0.06
C -4.54 6.02 0.08
H -5.29 6.80 0.11
C -4.92 4.66 0.05
H -5.98 4.40 0.03
C -3.95 3.66 0.06
H -4.26 2.61 0.06
C 0.03 3.55 -1.17
C 1.24 4.09 -0.73
H 1.52 4.12 0.34
C 2.14 4.62 -1.66
H 3.10 5.01 -1.32
C 1.82 4.58 -3.03
H 2.57 4.87 -3.75
C 0.58 4.12 -3.44
H 0.33 4.11 -4.49
C -0.33 3.61 -2.51
H -1.30 3.25 -2.85
H -0.96 0.70 -4.32
Cl -0.86 -1.83 -3.15
C -2.45 -3.75 -0.42
As -1.42 -3.18 1.15
C -2.61 -3.79 2.56
C -0.17 -4.72 1.25
C -0.56 -5.97 1.73
C 0.31 -7.07 1.70
C 1.59 -6.94 1.18
C 2.01 -5.69 0.68
C 1.13 -4.60 0.72
As 1.70 -2.87 -0.18
C 3.54 -3.04 0.35
C 1.82 -3.54 -2.02
H -2.76 -2.84 -0.93
H -3.30 -4.35 -0.08
H -1.81 -4.34 -1.09
H -3.10 -4.71 2.25
H -2.03 -3.97 3.46
H -3.34 -2.99 2.71
H -1.56 -6.11 2.12
H -0.02 -8.05 2.06
H 2.29 -7.78 1.15
H 3.03 -5.58 0.28
H 4.08 -3.51 -0.47
H 3.94 -2.04 0.53
H 3.60 -3.65 1.25
H 2.69 -4.18 -2.09
H 0.90 -4.09 -2.25
H 1.90 -2.69 -2.69
```

**E_HOMO (alpha / beta)**: -15.60 / -15.60 eV
**Kohn-Sham gap (alpha / beta)**: 4.2 / 4.2 eV
**DFT total energy**: -216750.6417 eV
**Total charge**: +3

Atom charges from the Löwdin analysis, given in e for atoms 1 to 4: -0.11 -0.07 -0.12 0.13

# 5
DFT (the ωB97M-V functional and the def2-TZVPD basis) results for C39H43AsBaN4O3Si as an isolated structure.

Structure (XYZ):
```
92
Properties=species:S:1:pos:R:3
Ba 0.09 0.31 -0.25
C -2.87 -1.46 -0.73
C -2.58 -2.79 -0.99
C -2.10 -3.61 0.02
C -1.90 -3.11 1.29
C -2.21 -1.78 1.57
C -2.69 -0.95 0.56
H -3.24 -0.81 -1.51
H -2.74 -3.18 -1.99
H -1.88 -4.65 -0.19
H -1.52 -3.75 2.08
H -2.07 -1.39 2.57
H -2.93 0.08 0.78
O 2.17 0.77 1.57
C 2.18 1.63 2.71
C 1.53 0.98 3.91
C 0.09 0.54 3.64
C -0.81 1.68 3.24
C -1.30 2.59 4.18
C -2.11 3.63 3.76
C -2.40 3.75 2.41
C -1.86 2.82 1.54
N -1.09 1.81 1.94
H 2.64 -0.05 1.81
H 1.65 2.54 2.41
H 3.22 1.92 2.93
H 1.55 1.68 4.75
H 2.12 0.11 4.21
H -0.32 0.05 4.53
H 0.07 -0.18 2.83
H -1.05 2.45 5.22
H -2.51 4.34 4.48
H -3.04 4.54 2.02
H -2.06 2.88 0.47
C 2.41 -1.25 -3.73
As 2.62 0.23 -2.47
C 3.28 1.59 -3.71
C 4.30 -0.32 -1.65
H 3.32 -1.39 -4.31
H 1.58 -1.04 -4.40
H 2.19 -2.16 -3.16
H 4.09 1.20 -4.32
H 3.64 2.45 -3.14
H 2.46 1.92 -4.35
H 5.05 -0.53 -2.41
H 4.12 -1.22 -1.06
H 4.66 0.46 -0.99
O -1.24 1.69 -1.73
Si -2.43 2.23 -2.65
C -1.81 3.50 -3.89
C -0.53 4.04 -3.79
C -0.06 4.97 -4.70
C -0.88 5.40 -5.74
C -2.16 4.88 -5.86
C -2.62 3.94 -4.94
C -3.22 0.82 -3.63
C -4.58 0.69 -3.89
C -5.09 -0.37 -4.62
C -4.23 -1.34 -5.12
C -2.87 -1.24 -4.88
C -2.37 -0.17 -4.14
C -3.78 3.01 -1.59
C -4.63 2.19 -0.83
C -5.55 2.72 0.06
C -5.65 4.09 0.22
C -4.83 4.93 -0.53
C -3.91 4.39 -1.42
H 0.12 3.70 -2.98
H 0.94 5.37 -4.60
H -0.52 6.13 -6.45
H -2.80 5.20 -6.67
H -3.62 3.54 -5.06
H -5.28 1.43 -3.50
H -6.15 -0.45 -4.80
H -4.62 -2.18 -5.69
H -2.19 -1.99 -5.27
H -1.30 -0.10 -3.96
H -4.57 1.11 -0.94
H -6.19 2.06 0.64
H -6.37 4.51 0.90
H -4.92 6.00 -0.43
H -3.28 5.06 -2.00
N 1.04 -4.10 -1.29
C 1.44 -3.23 -0.33
O 1.06 -2.03 -0.40
C 2.31 -3.66 0.70
C 2.72 -5.00 0.79
N 2.99 -6.13 0.81
C 2.73 -2.68 1.61
N 3.06 -1.81 2.31
H 1.24 -5.09 -1.20
H 0.27 -3.81 -1.87
```

**E_HOMO**: -8.01 eV
**Kohn-Sham gap**: 8.2 eV
**DFT total energy**: -122659.8024 eV
**ΔE to the lowest compared entry with this formula, charge and spin**: 6.4 kcal/mol
**Total charge**: 0

Atom charges from the Löwdin analysis, given in e for atoms 1 to 4: 1.78 -0.10 -0.07 -0.09